w:
{"formula": "CH10N3O2", "method": "the ωB97M-V functional and the def2-TZVPD basis", "symbols": ["N", "C", "N", "N", "H", "H", "H", "H", "H", "H", "H", "H", "O", "H", "H", "O"], "xyz": [[0.9872, -0.5168, -0.3872], [1.3658, 0.5775, 0.2972], [0.4437, 1.2016, 1.0037], [2.5959, 1.0267, 0.1247], [0.4199, -1.1640, 0.1452], [1.5823, -1.0287, -1.0204], [0.6455, 1.9996, 1.5891], [-0.5766, 1.1066, 0.9592], [3.2233, 0.7558, -0.6131], [2.9198, 1.9000, 0.5128], [-2.4500, -0.5442, 0.2631], [-2.9514, 0.7237, 0.7980], [-2.1459, 0.3681, 0.3997], [-1.9349, -3.0504, -1.4643], [-2.9023, -1.8976, -1.7161], [-2.1418, -2.1671, -1.1896]], "charge": 1, "orbital_gap_ev": 12.20}

---

x:
{"formula": "CH10N3O2", "method": "the ωB97M-V functional and the def2-TZVPD basis", "symbols": ["N", "C", "N", "N", "H", "H", "H", "H", "H", "H", "H", "H", "O", "H", "H", "O"], "xyz": [[-0.3864, -2.4243, 0.4689], [0.3313, -1.2986, 0.6151], [0.6337, -0.5798, -0.4599], [0.6274, -0.8524, 1.8364], [-0.3872, -2.8797, -0.4360], [-0.4532, -3.0447, 1.2622], [0.2952, -0.8569, -1.3686], [0.8510, 0.3978, -0.3688], [0.7416, -1.5167, 2.5858], [1.1227, 0.0196, 1.9257], [-0.7234, 3.4594, 0.1378], [0.7283, 3.0128, 0.2229], [-0.1629, 2.6791, 0.0443], [-0.6622, 1.5592, -1.5415], [-1.4253, 1.4301, -2.8432], [-1.1305, 0.8952, -2.0811]], "charge": 1, "orbital_gap_ev": 11.58}

---

It comes down to x, which is 0.144 eV more stable than the next structure.

---

w:
{"formula": "C3H14NO4", "method": "the ωB97M-V functional and the def2-TZVPD basis", "symbols": ["C", "N", "C", "O", "C", "H", "H", "H", "H", "H", "H", "H", "H", "H", "H", "O", "H", "H", "O", "H", "H", "O"], "xyz": [[-0.3339, -1.6412, -0.3127], [-0.5470, -0.2461, 0.1515], [0.7527, -0.0426, 1.0567], [1.5086, 0.9601, 0.4839], [-1.4747, -2.0277, -1.3342], [-0.3682, -2.3579, 0.5275], [0.6563, -1.8777, -0.7529], [-0.6205, 0.4941, -0.4952], [0.5683, 0.3523, 2.0754], [1.2954, -0.8935, 1.2143], [-2.4333, -1.5671, -0.9648], [-1.2341, -1.5763, -2.1976], [-1.5676, -3.1217, -1.4873], [-2.2188, -0.3693, 0.7521], [-3.3748, 0.1221, -0.2042], [-3.0511, 0.1101, 0.6563], [1.7996, 2.6559, 1.8459], [2.5954, 1.5050, 1.4478], [2.6782, 2.3168, 2.0311], [1.4033, 1.6566, -1.1908], [2.2990, 3.1430, -1.4322], [1.6672, 2.4050, -1.8703]], "charge": -1, "orbital_gap_ev": 7.65}

---

x:
{"formula": "C3H14NO4", "method": "the ωB97M-V functional and the def2-TZVPD basis", "symbols": ["C", "C", "C", "O", "N", "H", "H", "H", "H", "H", "H", "H", "H", "H", "H", "O", "H", "H", "O", "H", "H", "O"], "xyz": [[-2.0634, -1.0777, -0.8406], [-0.9582, -0.0232, -0.6869], [0.1018, -0.4775, 0.3470], [0.8656, 0.5914, 0.7940], [-3.0958, -0.7533, -1.8298], [-2.5118, -1.2514, 0.1335], [-1.6251, -2.0026, -1.2301], [-0.5162, 0.2879, -1.6316], [-1.4638, 0.8471, -0.2565], [0.7567, -1.1812, -0.1895], [-0.4042, -1.0278, 1.1580], [-2.7315, -0.6018, -2.7544], [-3.7249, -0.0122, -1.5635], [1.3451, 0.1068, 3.5651], [0.9795, 1.0222, 2.4259], [1.1322, 1.0339, 3.4177], [1.4085, 1.4654, -1.7150], [1.4713, 1.7038, -0.2266], [1.8406, 2.0671, -1.1021], [3.3837, 0.2181, 0.2024], [2.4619, -0.3895, 1.1918], [3.3481, -0.5455, 0.7909]], "charge": -1, "orbital_gap_ev": 8.12}

---

It comes down to x, which is 2.170 eV more stable than the next structure.

---

w:
{"formula": "C30H30F3IrN3O5P2S", "method": "the ωB97M-V functional and the def2-TZVPD basis", "symbols": ["Ir", "C", "C", "N", "O", "C", "C", "N", "O", "H", "H", "H", "H", "H", "H", "H", "C", "N", "P", "C", "C", "C", "C", "C", "C", "C", "C", "C", "C", "C", "C", "P", "C", "C", "C", "C", "C", "C", "C", "C", "C", "C", "C", "C", "H", "H", "H", "H", "H", "H", "H", "H", "H", "H", "H", "H", "H", "H", "H", "H", "H", "H", "H", "H", "H", "H", "H", "F", "C", "F", "F", "S", "O", "O", "O"], "xyz": [[0.7181, 0.5563, -0.8174], [4.3256, 3.2796, -0.2347], [2.9577, 2.6731, -0.4708], [2.8588, 1.2785, -0.0334], [3.9038, 0.5931, -0.5285], [2.5046, 2.7320, -1.9236], [3.0288, 3.7195, -2.9070], [1.5807, 1.8869, -2.2206], [0.9577, 1.7601, -3.3081], [4.6392, 3.1297, 0.7976], [4.2868, 4.3498, -0.4280], [5.0604, 2.8147, -0.8881], [3.7583, -0.3280, -0.2651], [4.1091, 3.6195, -3.0178], [2.8213, 4.7372, -2.5694], [2.5580, 3.5670, -3.8746], [-1.9685, -1.8306, -1.8358], [-1.3729, -1.4336, -0.5381], [-1.4668, 0.2414, -0.0418], [-2.8801, 0.9822, -0.8631], [-4.1441, 0.3900, -0.9428], [-5.1718, 1.0428, -1.5990], [-4.9510, 2.2887, -2.1759], [-3.7014, 2.8812, -2.1021], [-2.6641, 2.2251, -1.4541], [-1.8106, 0.2498, 1.7335], [-3.1370, 0.1282, 2.1860], [-3.4578, 0.1121, 3.5244], [-2.4406, 0.2424, 4.4682], [-1.1336, 0.3898, 4.0645], [-0.8059, 0.3978, 2.7084], [0.3406, -1.7335, -0.3986], [0.5446, -2.5054, 1.2121], [-0.5416, -2.8624, 2.0026], [-0.3243, -3.4526, 3.2415], [0.9670, -3.6856, 3.6869], [2.0552, -3.3331, 2.8950], [1.8433, -2.7413, 1.6636], [0.8059, -2.9889, -1.5981], [1.3290, -2.5801, -2.8242], [1.6974, -3.5237, -3.7711], [1.5528, -4.8748, -3.4898], [1.0379, -5.2877, -2.2667], [0.6676, -4.3493, -1.3177], [-3.0414, -1.6776, -1.8109], [-1.7830, -2.8903, -1.9944], [-1.5559, -1.2717, -2.6804], [-4.3298, -0.5787, -0.4962], [-6.1478, 0.5808, -1.6620], [-5.7587, 2.7938, -2.6888], [-3.5278, 3.8482, -2.5540], [-1.6815, 2.6804, -1.4096], [-3.9415, 0.0569, 1.4697], [-4.4888, 0.0171, 3.8346], [-2.6759, 0.2379, 5.5245], [-0.3299, 0.5036, 4.7795], [0.6449, 0.5046, 1.4793], [-1.5486, -2.6772, 1.6525], [-1.1699, -3.7263, 3.8584], [1.1307, -4.1415, 4.6542], [3.0630, -3.5193, 3.2407], [2.6955, -2.4668, 1.0497], [1.4380, -1.5220, -3.0388], [2.0995, -3.2055, -4.7233], [1.8481, -5.6121, -4.2246], [0.9294, -6.3422, -2.0521], [0.2726, -4.6724, -0.3623], [-0.5335, 3.0677, 1.3523], [0.2405, 3.9722, 1.9480], [-0.0730, 4.0260, 3.2398], [0.0448, 5.1562, 1.3938], [2.0501, 3.4951, 1.8823], [2.7754, 4.7182, 2.1741], [1.9048, 3.3291, 0.2422], [0.5115, 0.5578, 2.4434]], "spin_multiplicity": 5, "charge": 1, "orbital_gap_ev": [7.55, 6.17]}

---

x:
{"formula": "C30H30F3IrN3O5P2S", "method": "the ωB97M-V functional and the def2-TZVPD basis", "symbols": ["Ir", "C", "C", "N", "O", "C", "C", "N", "O", "H", "H", "H", "H", "H", "H", "H", "C", "N", "P", "C", "C", "C", "C", "C", "C", "C", "C", "C", "C", "C", "C", "P", "C", "C", "C", "C", "C", "C", "C", "C", "C", "C", "C", "C", "H", "H", "H", "H", "H", "H", "H", "H", "H", "H", "H", "H", "H", "H", "H", "H", "H", "H", "H", "H", "H", "H", "H", "F", "C", "F", "F", "S", "O", "O", "O"], "xyz": [[-0.1821, 0.5445, 0.3938], [-0.6174, 4.6152, -1.0641], [-0.1804, 3.3360, -0.4289], [-0.9906, 2.2842, -0.4217], [-2.0959, 2.3958, -1.2324], [1.0482, 3.1333, 0.2251], [2.0133, 4.2304, 0.5457], [1.3164, 1.8429, 0.4999], [2.3365, 1.6101, 1.4071], [-0.8772, 4.4470, -2.1093], [0.1543, 5.3771, -1.0069], [-1.5218, 4.9743, -0.5693], [-2.6154, 1.6000, -1.0697], [1.5087, 5.0827, 0.9990], [2.5128, 4.5777, -0.3618], [2.7708, 3.8643, 1.2316], [0.3894, -2.9406, 2.7098], [0.9443, -1.6843, 2.1689], [1.5093, -1.7661, 0.5593], [2.4900, -3.3074, 0.5336], [3.7274, -3.3100, 1.1786], [4.5187, -4.4442, 1.1296], [4.0876, -5.5635, 0.4266], [2.8612, -5.5560, -0.2198], [2.0566, -4.4262, -0.1683], [2.7034, -0.4715, 0.1153], [2.9820, -0.5332, -1.2289], [3.9322, 0.2949, -1.8372], [4.6655, 1.2059, -1.0488], [4.4229, 1.3164, 0.2784], [3.3109, 0.5957, 0.9650], [0.1447, -0.1711, 2.6004], [1.3127, 0.4960, 3.8199], [2.3691, -0.2634, 4.3140], [3.2051, 0.2614, 5.2899], [2.9978, 1.5485, 5.7624], [1.9453, 2.3092, 5.2691], [1.1041, 1.7855, 4.3031], [-1.2915, -0.5884, 3.6214], [-2.5636, -0.5473, 3.0532], [-3.6797, -0.7904, 3.8386], [-3.5330, -1.0685, 5.1895], [-2.2666, -1.1183, 5.7574], [-1.1476, -0.8712, 4.9819], [1.0534, -3.7685, 2.4731], [-0.5958, -3.1571, 2.2908], [0.3018, -2.8593, 3.7903], [4.0620, -2.4333, 1.7213], [5.4763, -4.4527, 1.6331], [4.7152, -6.4438, 0.3843], [2.5293, -6.4272, -0.7683], [1.0904, -4.4011, -0.6562], [2.4566, -1.2650, -1.8358], [4.1244, 0.2121, -2.8972], [5.4376, 1.8060, -1.5126], [4.9863, 2.0029, 0.8981], [3.6406, 0.2188, 1.9370], [2.5387, -1.2674, 3.9444], [4.0155, -0.3400, 5.6807], [3.6569, 1.9594, 6.5157], [1.7839, 3.3137, 5.6371], [0.2836, 2.3804, 3.9162], [-2.6743, -0.3328, 1.9996], [-4.6659, -0.7556, 3.3954], [-4.4066, -1.2348, 5.8058], [-2.1471, -1.3436, 6.8089], [-0.1635, -0.8923, 5.4329], [-3.1024, -0.7229, -2.6018], [-2.6057, -1.9139, -2.2535], [-2.1575, -2.5356, -3.3285], [-3.5576, -2.6371, -1.6867], [-1.2278, -1.5966, -1.0591], [-1.8945, -0.8359, 0.0162], [-0.7424, -2.8908, -0.6339], [-0.2893, -0.7670, -1.7931]], "spin_multiplicity": 5, "charge": 1, "orbital_gap_ev": [6.30, 5.48]}

---

It comes down to x, which is 0.416 eV more stable than the next structure.

---

w:
{"formula": "CH2Cl2NO2S", "method": "the ωB97M-V functional and the def2-TZVPD basis", "symbols": ["C", "N", "O", "O", "S", "Cl", "Cl", "H", "H"], "xyz": [[-1.4930, -0.1868, 0.1560], [0.5123, -0.0360, -1.0452], [2.2687, 1.1152, 0.5552], [1.9683, -1.4214, 0.5276], [1.8590, -0.0918, -0.1694], [-2.3659, 1.2980, 0.0786], [-2.3777, -1.6803, 0.1554], [-0.8125, -0.0440, 0.9282], [0.4408, 1.0471, -1.1865]], "charge": -1, "orbital_gap_ev": [6.44, 7.08]}

---

x:
{"formula": "CH2Cl2NO2S", "method": "the ωB97M-V functional and the def2-TZVPD basis", "symbols": ["C", "N", "O", "O", "S", "Cl", "Cl", "H", "H"], "xyz": [[-2.4210, -0.7904, 0.2226], [2.5717, 0.3228, 0.2768], [0.9833, 1.7226, -1.4411], [-1.2946, -0.6152, 0.6213], [0.9897, 1.2182, -0.0560], [-2.7645, -1.9633, -1.0212], [-3.5923, 0.5154, 0.4065], [2.7625, -0.5227, -0.2128], [2.7651, 0.1127, 1.2040]], "charge": -1, "orbital_gap_ev": [3.93, 5.87]}

---

It comes down to x, which is 0.839 eV more stable than the next structure.